Entry from OMol25: C24H60N4O12SSn3 as an isolated structure (wB97M-V/def2-TZVPD).

charge = +4
lowest unoccupied orbital energy = -12.95 eV
ΔE to the lowest compared entry with this formula, charge and spin = 434.1 kcal/mol
E_tot = -84656.849 eV
HOMO level = -14.7 eV
HOMO-LUMO gap = 1.752 eV

Positions of all 104 atoms, in Å:
Sn 2.18065 2.88921 -6.95383
Sn -0.77569 -5.00735 1.71882
Sn 4.55045 2.37756 3.01901
S 0.96051 0.06354 -1.37453
O -0.17257 0.58665 -2.20289
O 0.63113 0.18507 0.04961
O 1.26363 -1.36174 -1.67836
O 2.12101 0.94012 -1.77260
C -0.47698 6.73874 -5.92509
O 0.65977 7.25576 -6.58392
C 1.37270 8.26689 -5.80736
C 2.85151 8.52016 -6.15336
N 3.59934 7.50508 -5.45361
C 5.05261 7.72235 -5.53176
C 5.60790 7.37224 -6.94721
O 5.27108 6.02429 -7.08737
C 6.18896 5.27338 -7.84179
H -0.81494 7.57931 -5.31901
H -0.40779 5.85535 -5.29031
H -1.26700 6.63385 -6.66870
H 1.27947 8.06243 -4.74078
H 0.83791 9.21656 -5.82247
H 3.09249 9.52557 -5.80816
H 2.97823 8.54497 -7.23568
H 3.21925 7.59912 -4.52259
H 5.69861 7.17047 -4.84897
H 5.24515 8.78415 -5.37808
H 6.68494 7.52748 -6.88410
H 5.17501 7.89126 -7.80238
H 7.14678 5.48158 -7.36498
H 6.52183 5.61238 -8.82281
H 6.23038 4.19916 -7.66170
C 7.42478 5.41187 5.29685
O 6.43986 4.80162 6.13917
C 6.18890 5.65293 7.27526
C 4.80284 5.33123 7.93097
N 3.72152 5.46436 6.90370
C 2.41765 5.23898 7.47583
C 1.32220 5.83793 6.56123
O 1.24438 5.22496 5.26910
C 0.22668 5.73913 4.36663
H 8.23536 5.84968 5.87941
H 6.94773 5.96715 4.48928
H 7.88053 4.70515 4.60333
H 6.08428 6.67166 6.90198
H 7.09574 5.52786 7.86695
H 4.49257 6.01229 8.72343
H 4.82174 4.28928 8.25050
H 3.70147 6.44255 6.65301
H 2.18923 5.80476 8.37905
H 2.28423 4.16401 7.59729
H 1.41798 6.92346 6.58480
H 0.31322 5.63924 6.92260
H -0.76108 5.51270 4.76809
H 0.24975 5.07903 3.49956
H 0.38302 6.79533 4.14732
C 0.19581 -8.20148 -2.07748
O -0.36081 -8.67925 -0.87400
C -0.30602 -10.09508 -0.77247
C -0.59970 -10.57142 0.66768
N -1.80709 -9.85390 1.08357
C -2.26782 -10.42741 2.37737
C -3.62487 -9.90796 2.86075
O -3.57060 -8.48611 2.77976
C -4.21967 -7.93556 4.00897
H 1.22977 -8.53565 -2.16319
H 0.09330 -7.17428 -2.42740
H -0.25138 -8.73637 -2.91535
H 0.71057 -10.44698 -0.94797
H -1.01351 -10.64925 -1.38927
H 0.12707 -10.24714 1.41249
H -0.69871 -11.65061 0.55083
H -2.60414 -10.17571 0.55324
H -1.47586 -10.14056 3.06919
H -2.32154 -11.49275 2.15315
H -3.79290 -10.29249 3.86674
H -4.30699 -10.27510 2.09392
H -5.25462 -8.22330 4.19389
H -4.25215 -6.84615 3.99382
H -3.69352 -8.24463 4.91216
C -7.24389 -5.93237 -0.96720
O -5.92600 -5.79726 -1.50392
C -5.88564 -5.15743 -2.78736
C -4.98681 -3.89435 -2.88340
N -4.81047 -2.99312 -1.63402
C -6.06786 -2.50368 -1.03340
C -5.66480 -1.63482 0.14974
O -5.39043 -2.30185 1.38235
C -4.78998 -1.54073 2.38801
H -7.10893 -6.06069 0.10677
H -7.75883 -6.85160 -1.24640
H -7.77170 -4.98242 -1.05160
H -6.86750 -4.90415 -3.18722
H -5.62344 -5.99297 -3.43638
H -5.20851 -3.30684 -3.77434
H -3.92864 -4.06763 -3.07925
H -4.23181 -2.19803 -1.86443
H -6.66609 -3.34820 -0.69134
H -6.64861 -2.18369 -1.89852
H -6.42290 -0.86547 0.29633
H -4.71522 -1.19721 -0.15829
H -4.74685 -2.21625 3.24236
H -5.33800 -0.64301 2.67415
H -3.76215 -1.25972 2.15842

Mulliken population analysis, charges in e, atoms 1 to 4:
1 Sn 1.3167
2 Sn 1.3931
3 Sn 1.2379
4 S 1.3444

Entry from OMol25: a 6-piece molecular cluster, C24H60O18S6 overall (wB97M-V/def2-TZVPD).

lowest unoccupied orbital energy = 0.25 eV
ΔE to the lowest compared entry with this formula, charge and spin = 13.9 kcal/mol
E_tot = -127724.745 eV
HOMO level = -9.7 eV
HOMO-LUMO gap = 9.964 eV

Positions of all 108 atoms, in Å:
C 1.99276 3.25863 4.10795
C 1.18842 3.08424 2.80910
C 1.38290 1.71665 2.11220
C 0.11287 0.88528 2.05095
C -0.39291 0.54351 3.46932
C -1.25072 -0.71749 3.52480
C -2.78396 -0.54251 3.29210
C -3.27198 0.85731 2.94189
C -3.60284 1.71228 4.16644
O -4.65069 2.68708 3.91476
S -4.15059 3.79936 2.84511
O -4.39239 5.06944 3.46165
O -5.34547 3.65087 1.73640
H 2.73651 4.03330 3.96064
H 2.53891 2.35453 4.34664
H 1.34587 3.56790 4.91968
H 1.48424 3.84941 2.10348
H 0.12967 3.22139 3.00488
H 1.71508 1.89467 1.09179
H 2.16284 1.15505 2.61536
H 0.35565 -0.06509 1.58319
H -0.66065 1.41795 1.51075
H 0.50141 0.35115 4.05982
H -0.86769 1.39888 3.93434
H -0.86748 -1.39387 2.76642
H -1.11571 -1.22296 4.47490
H -3.31406 -0.90563 4.16645
H -3.05824 -1.17838 2.46267
H -2.61273 1.37377 2.25745
H -4.22172 0.74268 2.42067
H -4.01600 1.05635 4.91892
H -2.71612 2.21702 4.54005
H -4.89108 3.36348 0.92085
O -0.96031 2.73939 -0.94527
S -2.25933 2.46497 -1.47615
O -3.19538 1.67897 -0.72409
O -2.11095 1.86395 -2.93583
C -1.22167 0.73210 -3.09873
C -1.84034 -0.56698 -2.62822
C -3.03690 3.97496 -1.94348
H -0.27967 0.93351 -2.58696
H -1.01132 0.68695 -4.16487
H -1.97929 -0.57172 -1.54630
H -1.19419 -1.40018 -2.89590
H -2.81891 -0.71548 -3.08623
H -2.34153 4.55362 -2.54394
H -3.28167 4.51074 -1.02839
H -3.94039 3.74468 -2.50166
O -4.40829 -2.57631 1.24232
S -5.69217 -2.69455 0.61974
O -6.72828 -3.45386 1.24632
O -5.48550 -3.21809 -0.87142
C -4.68737 -4.40407 -1.05471
C -5.45109 -5.67205 -0.72727
C -6.29844 -1.09330 0.21384
H -3.77316 -4.32436 -0.46419
H -4.40204 -4.39398 -2.10490
H -5.67149 -5.73878 0.33709
H -4.86188 -6.54447 -1.01091
H -6.39931 -5.69643 -1.26370
H -5.51471 -0.54185 -0.29999
H -6.55813 -0.60422 1.15028
H -7.17947 -1.20314 -0.41229
O 0.09027 -2.61772 -4.29507
S 1.30319 -3.33053 -4.56985
O 2.37641 -2.69064 -5.26804
O 0.93933 -4.69239 -5.30480
C 0.10002 -4.61767 -6.47725
C 0.86479 -4.17322 -7.70801
C 1.92329 -4.03447 -3.08038
H -0.75074 -3.96467 -6.27703
H -0.28477 -5.62596 -6.61378
H 1.18571 -3.13586 -7.62348
H 0.23240 -4.26530 -8.59095
H 1.75558 -4.78549 -7.84628
H 1.11485 -4.55708 -2.57763
H 2.28653 -3.21323 -2.46639
H 2.73777 -4.71348 -3.32351
O 2.16231 8.04983 3.70904
S 3.07979 7.92594 4.79974
O 3.60878 6.64669 5.15772
O 2.43696 8.60209 6.08969
C 1.10596 8.18342 6.46082
C 1.09761 6.84118 7.16508
C 4.40664 9.06282 4.58723
H 0.46587 8.17459 5.57755
H 0.73868 8.96289 7.12509
H 1.38229 6.03641 6.48840
H 0.09927 6.62989 7.54839
H 1.80308 6.84032 7.99578
H 3.99508 10.04189 4.36031
H 5.00759 8.69884 3.75736
H 4.99583 9.08569 5.49972
O 7.94837 -4.53842 -3.28053
S 6.66070 -4.84728 -3.82141
O 5.75184 -5.67666 -3.08856
O 6.85330 -5.45252 -5.28222
C 7.77975 -6.54779 -5.43160
C 7.19293 -7.86860 -4.97452
C 5.83052 -3.37306 -4.29565
H 8.70603 -6.31778 -4.90328
H 8.00783 -6.58252 -6.49489
H 7.03681 -7.88176 -3.89683
H 7.86846 -8.68418 -5.23300
H 6.22870 -8.04402 -5.45120
H 6.49998 -2.76010 -4.89167
H 5.55357 -2.85162 -3.38226
H 4.93992 -3.64482 -4.85764

Mulliken population analysis, charges in e, atoms 1 to 4:
1 C -1.2162
2 C -0.2917
3 C -1.2364
4 C -0.0540

Entry from OMol25: C24H61F6HfN5O13S2 as an isolated structure (wB97M-V/def2-TZVPD).

charge = +2
lowest unoccupied orbital energy = -10.77 eV
E_tot = -99200.273 eV
HOMO level = -12.1 eV
HOMO-LUMO gap = 1.375 eV

Positions of all 112 atoms, in Å:
Hf -1.12843 -3.83120 -2.50237
C -4.47334 -0.82162 -0.53966
F -3.41322 -0.43033 0.27278
F -5.67249 -0.77263 0.08159
F -4.43057 -0.04391 -1.59465
S -4.22042 -2.64928 -1.17424
O -4.23550 -3.63517 -0.11251
O -5.29432 -2.91264 -2.11114
O -2.90977 -2.73008 -1.89280
C 0.27215 -0.07191 0.34452
F -0.78811 0.58218 -0.18493
F 1.30937 0.12186 -0.39354
F 0.59604 0.36201 1.59574
S -0.24825 -1.88069 0.49076
O -0.35621 -2.34135 -0.92636
O 0.96471 -2.47972 1.14414
O -1.53588 -1.96212 1.20199
C -0.28750 -3.30522 4.56653
C -1.43651 -2.27018 4.63870
C -0.95938 -0.77927 4.45233
O -2.15165 0.11009 4.60650
C -2.02714 1.47421 4.15490
N -2.48139 -2.56486 3.64190
H -0.61825 -4.34261 4.51634
H 0.34937 -3.19865 5.44468
H 0.32617 -3.22113 3.66964
H -1.80152 -2.37732 5.66016
H -0.42795 -0.70113 3.50387
H -0.23105 -0.45755 5.19673
H -1.73116 1.33120 3.11564
H -1.17127 1.95111 4.63254
H -2.93982 2.06153 4.25566
H -3.11837 -1.79546 3.79154
H -2.15326 -2.33622 2.71445
C -0.57832 0.81707 -3.15185
C -1.42218 -0.32095 -3.13614
C -2.75650 0.00403 -4.04723
O -3.64383 -1.14667 -3.97737
C -4.91578 -0.94884 -4.50684
N -0.71700 -1.54477 -3.52438
H 0.12521 0.53255 -2.36943
H -1.10249 1.67460 -2.72996
H -0.05901 1.06104 -4.07863
H -1.73737 -0.36548 -2.09365
H -2.57982 0.30689 -5.07930
H -3.11602 0.93875 -3.61696
H -5.66618 -0.47969 -3.87052
H -5.23934 -1.97189 -4.69855
H -4.92885 -0.42548 -5.46289
H -0.70209 -1.24747 -4.48952
H 0.18209 -1.11783 -3.35271
C -0.23605 6.33940 2.44762
C 0.35184 4.97296 2.12799
C -0.63588 4.01662 1.19022
O -1.93726 4.02826 1.90713
C -2.77221 3.10864 1.14643
N 1.64556 5.10593 1.55568
H -1.09201 6.25551 3.11724
H -0.40463 6.75489 1.45412
H 0.48781 6.94592 2.99193
H 0.45229 4.31861 2.99392
H -0.36085 2.97326 1.03585
H -0.81071 4.42880 0.19642
H -2.26317 2.14519 1.11937
H -2.92130 3.50826 0.14335
H -3.78665 2.88918 1.47936
H 2.18189 5.47999 2.32543
H 2.01350 4.16791 1.48621
C 2.28710 3.59952 -7.55981
C 2.26139 4.00620 -6.12315
C 2.70591 2.97836 -5.09180
O 2.62178 3.49456 -3.72493
C 2.89630 2.49570 -2.65992
N 3.10773 5.11112 -5.94992
H 3.33378 3.45835 -7.82931
H 1.89301 4.28715 -8.30812
H 1.72358 2.72163 -7.87582
H 1.26602 4.29639 -5.78682
H 3.71492 2.57495 -5.17702
H 1.91265 2.23115 -5.06953
H 2.39933 1.52909 -2.74222
H 2.54245 2.88581 -1.70561
H 3.95544 2.33895 -2.86431
H 4.10521 5.07086 -6.10327
H 3.06349 5.30500 -4.95969
C 4.08983 -1.06479 1.50512
C 4.10754 -2.04850 2.64161
C 3.66938 -1.40669 3.93603
O 3.80280 -2.30371 5.02779
C 3.37282 -1.89213 6.35177
N 3.30310 -3.26999 2.29888
H 4.47291 -0.11302 1.87322
H 3.04144 -0.81987 1.33483
H 4.58145 -1.34992 0.57501
H 5.13561 -2.41015 2.66078
H 2.58858 -1.26665 3.95494
H 4.14757 -0.45380 4.16277
H 3.32183 -0.80492 6.41089
H 4.02227 -2.39787 7.06630
H 2.32728 -2.19115 6.42605
H 2.33798 -3.01514 2.14497
H 3.21731 -3.90923 3.07613
C 0.64360 -5.72498 -0.67141
C -0.47725 -5.57062 0.34745
O -1.53728 -4.91545 -0.27185
O 0.93415 -4.63838 -1.49614
H 0.47676 -6.53465 -1.38184
H 1.52101 -6.02006 -0.09592
H -0.24415 -5.16818 1.33326
H -0.82682 -6.58911 0.51651
H -2.29504 -5.24350 0.21782
H 1.84541 -4.54945 -1.20751

Mulliken population analysis, charges in e, atoms 1 to 4:
1 Hf 0.8684
2 C 0.6078
3 F -0.1466
4 F -0.1620

Entry from OMol25: a 23-piece molecular cluster, C24H63INO26P overall (wB97M-V/def2-TZVPD).

lowest unoccupied orbital energy = -0.66 eV
E_tot = -98026.969 eV
HOMO level = -8.2 eV
HOMO-LUMO gap = 7.589 eV

Positions of all 116 atoms, in Å:
C -3.00484 -5.18959 4.71610
C -2.43303 -4.88296 3.34997
C -1.05903 -4.65677 3.20028
C -0.52071 -4.40892 1.95239
C -1.30138 -4.36715 0.79216
C -0.67740 -4.13167 -0.56349
C -0.16616 -2.72277 -0.78806
C 0.51856 -1.95467 0.14526
C 0.93512 -0.68474 -0.21627
C 0.72012 -0.13548 -1.47860
C 0.03821 -0.90683 -2.43740
P -0.28810 -0.27425 -4.14972
N 1.25477 -0.19985 -4.92735
O -1.04977 -1.53636 -4.96109
C -0.38870 -2.17102 -2.05505
C 1.21020 1.26125 -1.72497
O 1.68019 1.62600 -2.77492
C 1.08877 2.17321 -0.52934
C 0.72184 3.51178 -0.62031
C 0.36827 4.18911 -1.92905
C -1.15288 4.36257 -2.06223
O -1.64807 5.03783 -2.89771
I -2.46465 3.32625 -0.66623
C 0.66043 4.28080 0.54500
C 0.96312 3.72573 1.78131
C 1.29821 2.38091 1.88135
C 1.35151 1.61746 0.72819
C 1.68543 0.16202 0.78286
O 2.49663 -0.32772 1.53631
C -2.65962 -4.58450 0.95749
C -3.22331 -4.82626 2.21049
H -2.32309 -5.88711 5.21218
H -3.94701 -5.73340 4.61249
H -3.13668 -4.29981 5.33182
H -0.44978 -4.71942 4.09790
H 0.55214 -4.25714 1.85809
H 0.18224 -4.81288 -0.62500
H -1.37127 -4.44490 -1.34329
H 0.71095 -2.32779 1.14101
H 1.95065 -0.78146 -4.46822
H 1.16418 -0.51386 -5.88969
H -0.35062 -2.11154 -5.30438
H -0.90794 -2.77078 -2.79304
H 0.79980 3.71102 -2.80406
H 0.76376 5.20655 -1.85834
H 0.37760 5.32574 0.47885
H 0.91084 4.38375 2.64754
H 1.54941 1.89087 2.82430
H -3.33892 -4.56805 0.10872
H -4.28990 -5.00925 2.29695
O -2.41423 -1.49771 1.31144
H -2.26914 -2.44422 1.43146
H -2.87099 -1.22466 2.12421
O -5.02714 3.49942 -3.21811
H -5.56581 4.27596 -3.03965
H -4.13091 3.84675 -3.28974
O 1.53267 5.81360 4.38152
H 2.12001 6.54149 4.60705
H 0.92591 5.76983 5.12729
O -2.95597 1.99305 2.89276
H -2.24413 2.64060 2.85097
H -3.21120 1.84862 1.97114
O -2.19287 -0.79667 4.48652
H -2.67392 0.02204 4.66510
H -1.30096 -0.49404 4.28681
O -0.96147 -4.49958 -4.37859
H -1.60385 -3.80972 -4.58703
H -0.19512 -4.28494 -4.92151
O 0.35291 -7.59711 2.84358
H -0.09337 -6.75718 3.01042
H 1.27322 -7.35278 2.70422
O 0.99754 0.65872 4.16222
H 1.02625 1.14262 4.99707
H 1.90250 0.33237 4.04273
O 2.62273 -5.18146 -0.21377
H 3.03849 -5.72531 -0.89486
H 2.70572 -4.28148 -0.54709
O 0.41766 -3.00597 -7.08986
H 0.94471 -3.27829 -7.85052
H -0.47913 -3.30049 -7.29695
O 2.33247 6.08796 7.16924
H 3.20956 6.37868 7.43851
H 2.48322 5.22389 6.77044
O 2.52509 6.48433 -2.81341
H 2.99554 5.99142 -3.49370
H 2.55677 7.39542 -3.12343
O -5.06225 0.68670 1.59495
H -4.91325 -0.26440 1.68187
H -5.55838 0.91650 2.38502
O -4.62245 -1.53599 3.21925
H -4.18833 -1.32011 4.05363
H -5.36121 -2.10114 3.46792
O 2.20766 9.70240 -3.46376
H 2.78679 10.43576 -3.23135
H 1.57248 9.66268 -2.74020
O -4.18088 -1.53120 -1.27105
H -3.81582 -1.31933 -0.40036
H -4.91760 -2.11976 -1.08439
O -0.39564 -1.03098 -9.40777
H -0.34650 -1.63622 -8.66052
H -0.85713 -0.26070 -9.06107
O 4.15094 3.86163 2.52269
H 4.65394 3.66889 1.72186
H 3.26523 3.55477 2.29666
O 4.90277 -7.10747 -1.43245
H 5.80116 -6.86692 -1.18626
H 4.98671 -7.98693 -1.81347
O 4.83002 2.67520 -0.27029
H 5.32053 2.47526 -1.07316
H 3.92775 2.39590 -0.46437
O 5.06526 7.34049 -4.26915
H 5.15795 6.69656 -3.55958
H 4.54349 8.04999 -3.87996
O 0.47988 -2.18548 4.87878
H 0.86678 -2.71016 4.17128
H 0.55882 -1.27195 4.57440

Mulliken population analysis, charges in e, atoms 1 to 4:
1 C -1.4810
2 C 1.1673
3 C -2.3396
4 C 1.4810